66
Properties=species:S:1:pos:R:3:nbo_charge:R:1 method="wB97M-V/def2-TZVPD" multiplicity=2 s2=0.7619 mol_weight_g_mol=747.6 gap_ha="0.220 / 0.231" homo_energy_ev="-10.22 / -10.20" total_charge=+1 e_above_lowest_kcal_mol=55.4 largest_force_ev_per_a=3.0 lumo_energy_ev="-4.23 / -3.91"
Ru -0.037 -0.087 0.359 1.206
O -3.582 -1.539 -0.050 -0.568
C -2.944 -0.574 0.317 0.688
N -1.984 -0.532 1.295 -0.660
C -2.118 -1.116 2.512 0.624
O -3.160 -1.471 3.014 -0.554
C -0.818 -1.183 3.249 0.117
C -0.808 -1.667 4.545 -0.189
C 0.384 -1.664 5.250 -0.128
C 1.516 -1.172 4.619 -0.229
C 1.420 -0.721 3.313 0.063
N 0.274 -0.727 2.635 -0.411
C -3.019 0.748 -0.379 0.100
C -4.206 1.330 -0.782 -0.208
C -4.139 2.560 -1.422 -0.138
C -2.897 3.130 -1.658 -0.225
C -1.759 2.467 -1.221 0.061
N -1.832 1.308 -0.579 -0.432
H -1.738 -2.022 4.966 0.265
H 0.427 -2.033 6.266 0.240
H 2.471 -1.140 5.123 0.241
H 2.294 -0.336 2.810 0.216
H -5.145 0.829 -0.592 0.248
H -5.045 3.064 -1.729 0.238
H -2.802 4.075 -2.174 0.238
H -0.767 2.872 -1.369 0.235
Cl 1.165 4.927 0.430 0.040
C 2.321 3.662 0.549 -0.138
C 3.674 3.963 0.718 -0.195
C 4.621 2.973 0.791 -0.082
Cl 6.280 3.390 1.003 0.029
C 4.239 1.616 0.696 -0.030
C 5.131 0.528 0.769 -0.121
C 4.637 -0.750 0.718 -0.261
C 3.257 -0.944 0.577 0.047
N 2.401 0.051 0.477 -0.448
C 2.861 1.320 0.540 0.056
C 1.863 2.340 0.476 0.387
O 0.625 2.020 0.368 -0.702
H 3.973 4.999 0.796 0.252
H 6.192 0.709 0.867 0.248
H 5.290 -1.608 0.792 0.239
H 2.849 -1.946 0.566 0.203
N -3.819 -1.240 -3.170 -0.819
C -2.980 -0.618 -4.028 0.659
O -3.284 -0.343 -5.170 -0.590
C -1.613 -0.242 -3.508 -0.178
C -0.879 0.703 -4.220 -0.068
C 0.380 1.069 -3.774 -0.255
C 0.858 0.502 -2.605 0.083
N 0.170 -0.417 -1.920 -0.483
C -1.032 -0.797 -2.384 0.084
H -4.719 -1.498 -3.539 0.417
H -3.647 -1.426 -2.192 0.419
H -1.309 1.121 -5.122 0.262
H 0.985 1.779 -4.318 0.245
H 1.828 0.770 -2.205 0.217
H -1.521 -1.596 -1.838 0.218
S 0.877 -4.783 -0.509 0.526
C -0.593 -4.648 0.358 -0.414
C -0.905 -3.345 0.562 -0.055
N 0.011 -2.461 0.048 -0.453
C 0.988 -3.081 -0.552 -0.149
H -1.150 -5.521 0.655 0.268
H -1.801 -3.000 1.053 0.256
H 1.790 -2.580 -1.071 0.246